[1]
{"formula": "C24H36FN2O14PS", "method": "wB97M-V/def2-TZVPD", "lumo_energy_ev": -1.752, "spin_multiplicity": 1, "charge": 0, "energy_ha": -2938.320071, "species": ["O", "C", "O", "C", "C", "C", "P", "O", "O", "S", "C", "C", "C", "O", "N", "C", "O", "F", "C", "C", "C", "O", "N", "C", "O", "H", "H", "H", "H", "H", "H", "H", "H", "C", "O", "C", "C", "O", "C", "C", "O", "C", "H", "H", "H", "H", "H", "H", "H", "H", "H", "H", "H", "H", "H", "H", "C", "O", "C", "C", "O", "C", "C", "O", "C", "H", "H", "H", "H", "H", "H", "H", "H", "H", "H", "H", "H", "H", "H"], "positions_angstrom": [[0.24535, -4.22476, 1.92510], [0.32269, -3.48924, 0.97517], [-0.71188, -2.60867, 0.72717], [1.59503, -3.49749, 0.04212], [1.80788, -2.14116, -0.69072], [1.88864, -2.04102, -2.16086], [1.70006, -3.49676, -3.32600], [0.55116, -4.59870, -2.78475], [3.16419, -4.20825, -3.69039], [0.98117, -2.76402, -4.98381], [2.13230, -0.71152, -2.76230], [2.25576, 0.51488, -1.95639], [2.49577, 1.84603, -2.70496], [1.82588, 2.04266, -3.68662], [3.47206, 2.85993, -2.33097], [4.81019, 2.38930, -2.33524], [5.49811, 2.50209, -1.36755], [5.28440, 1.85719, -3.49666], [2.13147, 0.42554, -0.49092], [1.93081, -0.91696, 0.08491], [1.88951, -0.67623, 1.61852], [1.64558, -1.42017, 2.52178], [2.27334, 0.71205, 1.84520], [2.16582, 1.51763, 0.64353], [2.08225, 2.71121, 0.63618], [-1.51620, -2.99018, 1.13115], [1.57157, -4.38211, -0.63707], [2.47235, -3.66076, 0.73281], [1.03010, -5.45517, -2.72461], [3.80122, -3.88802, -3.01681], [2.19731, -0.60402, -3.86777], [3.22848, 3.35353, -1.46765], [3.23052, 0.66099, 2.20781], [-7.69695, -5.47246, 3.13841], [-6.65280, -5.88303, 2.27978], [-6.37494, -4.91457, 1.27820], [-5.01281, -5.17211, 0.65698], [-3.93475, -4.67567, 1.44825], [-3.61603, -5.43500, 2.61565], [-2.88337, -6.72814, 2.30099], [-3.80038, -7.73984, 1.90401], [-3.15764, -8.80645, 1.23897], [-8.62089, -5.30680, 2.57570], [-7.86446, -6.26112, 3.87169], [-7.41402, -4.55964, 3.67429], [-6.39661, -3.90651, 1.70858], [-7.15048, -4.99764, 0.50608], [-4.96083, -4.61424, -0.28174], [-4.87084, -6.22586, 0.41183], [-4.50072, -5.60751, 3.22983], [-2.94033, -4.79953, 3.19391], [-2.36556, -7.08243, 3.20074], [-2.15063, -6.54763, 1.50506], [-2.68454, -8.45294, 0.31607], [-3.91211, -9.54794, 0.97716], [-2.41028, -9.27407, 1.88892], [1.80152, 6.89334, 2.74138], [2.16899, 7.37112, 1.46352], [3.06946, 6.49079, 0.80528], [3.11060, 6.78321, -0.67719], [2.01220, 6.20685, -1.37519], [0.75746, 6.86778, -1.22199], [0.66896, 8.16308, -2.01125], [1.30669, 9.21864, -1.30414], [1.59458, 10.31939, -2.14063], [2.68135, 6.78209, 3.38281], [1.12230, 7.61650, 3.19267], [1.27591, 5.93600, 2.65445], [2.76165, 5.44999, 0.96106], [4.06558, 6.64609, 1.23980], [4.00498, 6.30194, -1.08372], [3.19771, 7.84967, -0.89114], [0.51396, 7.01519, -0.16902], [0.01737, 6.17461, -1.63007], [-0.38480, 8.43813, -2.14521], [1.13823, 8.02684, -2.99311], [2.29206, 10.02634, -2.93291], [2.06652, 11.09255, -1.53475], [0.67585, 10.72317, -2.57941]], "atomic_forces_ev_per_a": [[0.3, -0.2, -0.8], [-0.6, -0.2, 0.9], [1.2, -0.8, -1.0], [0.1, 1.2, 0.6], [0.0, 1.0, -0.9], [0.7, 1.6, 2.1], [-1.8, 1.2, -3.1], [3.0, 0.4, 0.3], [-1.3, 0.7, 2.3], [0.4, -0.4, 0.7], [-0.2, 0.1, 1.7], [0.1, -1.4, 1.6], [-1.4, 0.0, -1.4], [0.4, -0.3, 0.6], [0.7, -1.8, -0.5], [-0.2, 0.8, 1.5], [0.4, -0.2, -0.8], [-1.2, 0.5, 1.0], [-0.2, -2.0, -2.1], [-0.1, 1.6, -0.9], [0.3, 0.3, -1.1], [0.2, 0.0, -0.6], [0.1, -0.4, -0.4], [0.2, -2.2, 0.0], [0.3, -0.7, -0.6], [0.4, 0.2, 0.1], [-0.3, 0.9, 0.5], [-1.0, 0.2, -0.5], [-0.6, 0.2, 0.1], [0.0, -0.4, -0.5], [-0.1, -0.2, 1.0], [0.3, -0.3, -0.1], [-0.5, 0.7, 0.4], [0.2, -0.1, -0.1], [0.1, 0.1, 0.2], [0.0, -0.5, 0.0], [0.0, 0.3, 0.0], [0.0, -0.1, 0.1], [0.3, 0.1, -0.1], [-0.4, -0.2, 0.2], [0.0, 0.1, -0.2], [-0.2, 0.1, 0.1], [-0.1, 0.1, 0.0], [0.0, 0.0, -0.1], [-0.1, 0.1, 0.0], [0.0, 0.0, -0.1], [0.0, 0.2, -0.1], [0.0, 0.1, 0.1], [-0.1, -0.1, 0.2], [0.0, -0.2, -0.1], [0.0, 0.0, -0.1], [0.2, 0.1, 0.0], [0.0, 0.1, 0.1], [0.1, -0.1, 0.0], [0.0, 0.1, 0.1], [0.1, 0.0, -0.1], [0.0, 0.1, -0.2], [-0.2, -0.1, 0.0], [0.0, 0.5, 0.2], [0.0, -0.2, -0.1], [0.0, 0.1, 0.0], [0.0, -0.1, -0.3], [0.0, 0.2, 0.5], [0.2, 0.0, -0.1], [0.0, -0.1, 0.2], [0.0, -0.1, 0.1], [0.1, 0.0, -0.1], [0.1, -0.1, 0.1], [0.1, 0.0, 0.0], [0.1, -0.2, 0.0], [-0.1, -0.1, 0.0], [-0.1, 0.0, 0.2], [0.1, 0.2, 0.0], [0.1, 0.0, -0.1], [-0.1, -0.1, -0.2], [0.0, -0.1, 0.0], [-0.1, 0.1, -0.1], [-0.1, -0.1, 0.0], [0.0, 0.0, -0.1]]}

***

[2]
{"formula": "C24H36FO18", "method": "wB97M-V/def2-TZVPD", "de_lowest_kj_mol": 217.4, "lumo_energy_ev": 1.605, "spin_multiplicity": 1, "charge": -1, "energy_ha": -2390.361773, "species": ["F", "C", "C", "C", "O", "C", "O", "O", "H", "H", "H", "H", "H", "H", "C", "C", "C", "O", "C", "O", "O", "H", "H", "H", "H", "H", "H", "C", "C", "C", "O", "C", "O", "O", "H", "H", "H", "H", "H", "H", "C", "C", "C", "O", "C", "O", "O", "H", "H", "H", "H", "H", "H", "C", "C", "C", "O", "C", "O", "O", "H", "H", "H", "H", "H", "H", "C", "C", "C", "O", "C", "O", "O", "H", "H", "H", "H", "H", "H"], "positions_angstrom": [[-0.09895, 0.47139, 0.82011], [5.20729, -1.92273, 2.46480], [5.19441, -2.26152, 0.98674], [5.41482, -1.01103, 0.10009], [6.58712, -1.28488, -0.67958], [7.02501, -2.49545, -0.32551], [7.99407, -3.08727, -0.87648], [6.31234, -3.01546, 0.70657], [4.25738, -1.44678, 2.70823], [5.93630, -1.18478, 2.79957], [5.30979, -2.81703, 3.07946], [4.31760, -2.83462, 0.68531], [5.48624, -0.10397, 0.70029], [4.55956, -0.79432, -0.53996], [-0.56599, 4.69727, 4.77015], [0.66967, 3.98627, 5.30215], [1.87196, 3.85091, 4.34840], [2.95913, 4.00437, 5.21509], [2.60932, 4.66344, 6.26018], [3.34219, 5.12331, 7.13206], [1.30056, 4.85445, 6.29807], [-0.93191, 4.11638, 3.92353], [-0.35263, 5.68341, 4.35770], [-1.34621, 4.78683, 5.52601], [0.32909, 3.08330, 5.80886], [1.83043, 4.61584, 3.57299], [1.97432, 2.87537, 3.87306], [2.02004, 4.39025, -2.72331], [0.52307, 4.40547, -2.94832], [-0.19152, 5.37183, -1.94288], [-1.06313, 6.14770, -2.71899], [-0.93753, 5.81987, -4.00541], [-1.51077, 6.35200, -4.93768], [0.12560, 4.98463, -4.13192], [2.17286, 3.98285, -1.72393], [2.52202, 5.34902, -2.85321], [2.32442, 3.66787, -3.48069], [0.11796, 3.39381, -2.97146], [0.52526, 5.98741, -1.39938], [-0.82607, 4.81201, -1.25584], [-0.25065, -4.70515, -4.79484], [0.60758, -3.77550, -5.63656], [1.13171, -2.58189, -4.94241], [2.45713, -2.53718, -5.27602], [2.80679, -3.64700, -5.92660], [3.91439, -3.89528, -6.35711], [1.79611, -4.49264, -5.93680], [0.24891, -5.01723, -3.87770], [-0.45062, -5.58436, -5.40730], [-1.26519, -4.34118, -4.63259], [0.11375, -3.45923, -6.55536], [0.98630, -2.60580, -3.86241], [0.53278, -1.76507, -5.34514], [-3.79461, -2.43833, 4.55025], [-3.03554, -3.60783, 3.96676], [-1.54672, -3.49094, 4.00204], [-1.18035, -4.67547, 4.67390], [-2.26153, -5.35612, 5.16421], [-2.27917, -6.38316, 5.79355], [-3.34863, -4.69914, 4.83719], [-3.64149, -1.48551, 4.04350], [-3.62457, -2.39475, 5.62602], [-4.86316, -2.46180, 4.33635], [-3.41893, -3.79642, 2.96400], [-1.23012, -2.57237, 4.49610], [-1.11591, -3.57409, 3.00424], [-5.09492, 0.10225, -3.93123], [-4.86460, -0.37377, -2.49793], [-5.31598, 0.66588, -1.49326], [-6.33666, 0.01350, -0.76890], [-6.41416, -1.26066, -1.20526], [-7.14357, -2.10600, -0.75076], [-5.75602, -1.39996, -2.32322], [-4.42626, 0.94289, -4.11646], [-6.15130, 0.31136, -4.09984], [-4.84680, -0.63775, -4.69211], [-3.83289, -0.63275, -2.25999], [-5.63898, 1.64422, -1.84909], [-4.46133, 0.85661, -0.84418]], "atomic_forces_ev_per_a": [[0.0, 0.1, 0.0], [-1.0, 0.2, 0.4], [-0.2, 1.7, 0.5], [-1.4, 0.5, 0.1], [-0.5, -0.2, 0.6], [3.8, -2.7, -1.8], [-3.8, 2.4, 2.3], [2.2, -1.1, -1.4], [-0.3, -0.2, 0.1], [0.5, -0.2, -0.5], [0.0, 0.0, -0.1], [-0.2, 0.1, 0.2], [0.7, -0.1, 0.0], [0.2, -0.4, -0.4], [0.3, -0.3, -0.6], [-0.2, 1.4, 0.0], [-1.5, -1.2, -0.5], [2.0, -1.0, -1.6], [1.2, 2.7, 4.1], [-0.9, -1.1, -1.8], [-1.4, -0.4, 0.0], [-0.3, -0.2, 0.1], [0.3, 0.1, 0.2], [0.1, -0.1, 0.0], [0.5, -0.3, -0.1], [0.2, 0.2, 0.1], [-0.2, 0.1, 0.0], [-0.7, -0.9, -0.8], [-0.5, 1.1, 2.2], [0.0, -1.7, 0.9], [-0.9, 0.4, -0.3], [0.7, 1.8, -1.8], [0.7, -1.4, 1.8], [-0.6, 0.5, -2.9], [0.3, 0.0, -0.1], [-0.2, 0.0, 0.0], [0.9, 0.1, 0.2], [0.1, -0.1, 0.6], [-0.1, 0.2, -0.1], [0.3, 0.0, 0.3], [-0.6, -0.3, -1.0], [-1.0, -1.6, 0.6], [-2.2, 1.0, 1.0], [1.8, 1.3, -0.5], [3.1, -0.8, -0.4], [-1.7, 0.7, 0.6], [-0.5, -0.9, -0.9], [-0.1, 0.2, 0.0], [0.3, -0.3, 0.1], [0.2, 0.5, 0.4], [0.0, -0.4, -0.2], [0.2, 0.0, 0.1], [0.6, 0.7, 0.3], [-0.7, 0.8, -0.5], [-2.0, 1.2, 0.0], [0.1, -0.3, -0.7], [0.9, -1.4, 1.3], [0.6, -0.7, 0.4], [0.8, 1.0, -0.6], [-1.0, 0.1, -0.7], [1.1, 0.1, 0.2], [0.0, 0.3, -0.1], [-0.2, -0.9, 0.4], [0.1, -0.4, 0.0], [0.3, -0.3, 0.2], [0.1, 0.4, 0.1], [1.0, -0.1, -0.2], [0.2, 2.0, -2.1], [1.1, 0.8, 0.9], [-0.1, -0.2, 0.6], [-2.9, -0.7, 1.1], [0.8, 0.8, 0.0], [0.5, -2.4, -0.3], [-0.4, 0.3, -0.2], [0.1, 0.5, 0.3], [0.2, -0.3, 0.2], [0.0, -0.5, -0.3], [-0.3, -0.3, -0.4], [-0.2, 0.2, 0.4]]}

***

[3]
{"formula": "C24H36Ge2N4RhS", "method": "wB97M-V/def2-TZVPD", "de_lowest_kj_mol": 34.9, "s_squared": 6.05, "lumo_energy_ev": [-8.769, -11.404], "spin_multiplicity": 5, "charge": 3, "energy_ha": -5816.655517, "species": ["Rh", "C", "C", "N", "N", "C", "N", "S", "C", "C", "C", "C", "C", "N", "H", "H", "H", "H", "H", "H", "H", "H", "H", "H", "C", "C", "Ge", "C", "C", "C", "C", "Ge", "C", "C", "C", "C", "C", "C", "C", "C", "C", "C", "H", "H", "H", "H", "H", "H", "H", "H", "H", "H", "H", "H", "H", "H", "H", "H", "H", "H", "H", "H", "H", "H", "H", "H", "H", "H"], "positions_angstrom": [[0.50761, 0.37367, -0.59347], [-2.40340, 3.39283, 1.04460], [-1.22450, 2.58237, 0.62950], [-1.23715, 1.31857, 0.41349], [-2.42194, 0.61858, 0.42304], [-2.58351, -0.34983, -0.48938], [-3.72658, -1.00761, -0.52793], [-1.34815, -0.75634, -1.62833], [0.08373, 3.23747, 0.35354], [0.35457, 4.52551, 0.77571], [1.55694, 5.12394, 0.40820], [2.43523, 4.41606, -0.38896], [2.10148, 3.12194, -0.76309], [0.96504, 2.53218, -0.39434], [-3.34242, 2.94117, 0.72746], [-2.35972, 4.38839, 0.61031], [-2.41956, 3.49982, 2.13383], [-3.14961, 0.86982, 1.07844], [-4.51066, -0.78794, 0.07072], [-3.87560, -1.70023, -1.24661], [-0.35600, 5.06800, 1.38334], [1.78686, 6.13067, 0.73203], [3.36855, 4.84691, -0.72483], [2.77165, 2.53867, -1.38263], [4.82499, 0.55349, -1.97821], [3.41735, -0.04272, -1.88647], [2.84280, -0.51822, -0.05724], [3.06568, 0.67047, 1.51643], [4.50943, 1.17406, 1.61531], [3.68124, -2.20940, 0.45809], [2.88688, -3.30480, 0.22660], [1.05204, -2.59710, -0.28712], [0.66687, -3.35228, -2.07381], [-0.43366, -4.41473, -1.99920], [-0.21936, -2.62968, 1.21492], [-0.34095, -3.98138, 1.92040], [3.34305, -4.65056, 0.24259], [2.42116, -5.73833, 0.24176], [2.86914, -7.02785, 0.25026], [4.25470, -7.28228, 0.22856], [5.18941, -6.23354, 0.19647], [4.74656, -4.94172, 0.20230], [5.12290, 0.64425, -3.02228], [5.56350, -0.07300, -1.47565], [4.88455, 1.54724, -1.53021], [3.36763, -0.98744, -2.43790], [2.69166, 0.60915, -2.38363], [2.81338, 0.04861, 2.37904], [2.36716, 1.50521, 1.52658], [5.23446, 0.35826, 1.59350], [4.65245, 1.70570, 2.55632], [4.75913, 1.86122, 0.80477], [4.64072, -2.28377, 0.97096], [1.60550, -3.78390, -2.42785], [0.39708, -2.57522, -2.78736], [-0.14125, -5.26551, -1.37897], [-0.65499, -4.80354, -2.99273], [-1.35769, -4.00240, -1.58996], [-1.18709, -2.30168, 0.82969], [0.11502, -1.86416, 1.91880], [-0.68867, -4.76505, 1.24473], [-1.06207, -3.91438, 2.73487], [0.60865, -4.29165, 2.35981], [1.35818, -5.53187, 0.25995], [2.17433, -7.85640, 0.27251], [4.60552, -8.30732, 0.23468], [6.24712, -6.45763, 0.17071], [5.45252, -4.12194, 0.17449]], "atomic_forces_ev_per_a": [[-0.4, 0.0, -0.1], [0.0, 0.0, 0.0], [0.0, 0.1, 0.0], [0.1, -0.1, -0.1], [0.0, -0.1, 0.0], [0.0, 0.0, -0.1], [0.0, 0.0, 0.1], [0.0, 0.2, 0.0], [0.0, 0.0, 0.1], [0.0, 0.0, 0.0], [0.0, 0.0, 0.0], [0.0, 0.0, 0.0], [0.0, 0.0, 0.0], [0.0, 0.0, 0.0], [0.0, 0.0, 0.0], [0.0, 0.0, 0.0], [0.0, 0.0, 0.0], [0.0, 0.0, 0.0], [0.0, 0.0, 0.0], [0.0, 0.0, 0.0], [0.0, 0.0, 0.0], [0.0, 0.0, 0.0], [0.0, 0.0, 0.0], [0.0, 0.0, 0.0], [0.0, 0.1, 0.1], [0.1, -0.1, -0.1], [0.4, 0.1, 0.2], [-0.1, 0.0, 0.0], [0.1, 0.0, -0.1], [0.0, -0.1, 0.2], [-0.2, 0.4, -0.1], [0.1, -0.1, 0.0], [0.0, 0.0, 0.1], [0.0, 0.0, 0.1], [0.0, -0.1, 0.0], [0.0, 0.0, 0.0], [0.0, -0.1, 0.0], [0.0, -0.1, 0.0], [-0.1, 0.0, 0.0], [0.0, 0.0, 0.0], [0.0, 0.1, 0.0], [0.0, 0.0, 0.1], [0.0, 0.0, 0.0], [0.0, 0.0, 0.0], [0.0, 0.0, 0.0], [0.0, 0.0, 0.1], [-0.1, 0.0, 0.0], [0.0, 0.0, 0.0], [0.0, 0.0, -0.1], [0.0, 0.0, 0.0], [0.0, 0.0, 0.0], [0.0, 0.0, 0.1], [0.0, 0.0, -0.1], [0.0, 0.0, 0.0], [0.0, 0.1, 0.1], [-0.1, 0.0, 0.0], [0.0, 0.0, 0.0], [0.0, 0.0, 0.0], [0.1, -0.1, 0.0], [0.0, 0.0, 0.0], [0.0, 0.0, 0.0], [0.0, 0.0, 0.0], [0.0, 0.0, 0.0], [0.0, 0.0, 0.0], [0.0, 0.0, 0.0], [0.0, 0.0, 0.0], [0.0, 0.0, 0.0], [0.0, -0.1, 0.0]]}

***

Q: The lowest charge belongs to which entry?
A: C24H36FO18